Record 1
9
Properties=species:S:1:pos:R:3:lowdin_charge:R:1 method="wB97M-V/def2-TZVPD" homo_ev=-9.82 homo_lumo_gap_ev=10.7 relative_energy_kj_mol=300.9
C 0.6652 -0.2350 0.0514 -0.048
N -0.5012 0.6247 0.3525 -0.173
N -1.6153 0.7390 -0.2859 0.022
F -2.6471 -0.4909 0.1262 -0.319
H 0.6569 0.0665 -1.0318 0.098
H 1.3660 0.2306 0.7286 0.076
H 0.7365 -1.3254 0.1613 0.081
H -0.5425 1.0122 1.2821 0.129
H -1.5688 0.2035 -1.2030 0.133


Record 2
87
Properties=species:S:1:pos:R:3:mulliken_spin:R:1 method="wB97M-V/def2-TZVPD" homo_ev="-8.05 / -7.97" multiplicity=6 homo_lumo_gap_ev="8.2 / 6.6" relative_energy_kj_mol=0.0
Fe -0.0116 -0.2470 0.5386 4.152
O 4.3539 -0.6097 4.6742 0.008
C 3.4871 -0.5082 3.8580 -0.002
C 3.6722 -0.4194 2.3164 0.004
O 4.6961 -0.4974 1.6997 -0.002
C 2.2950 -0.2386 1.7967 -0.001
C 1.3662 -0.2602 2.8056 -0.007
O 0.0846 -0.1086 2.5449 0.100
C 1.9924 -0.4341 4.1340 -0.017
O 1.4478 -0.5205 5.2053 0.015
O 1.9233 -0.0663 0.5368 0.224
C 2.1806 -3.4798 -0.8262 0.001
C 1.0308 -3.1478 -1.7842 -0.016
C 0.6609 -4.3653 -2.6353 0.001
C 1.3752 -1.9377 -2.6335 0.042
C 2.3159 -2.0857 -3.6472 -0.004
C 2.6406 -1.0274 -4.4751 0.006
C 2.0126 0.1890 -4.2855 -0.006
C 1.0811 0.3907 -3.2671 0.021
C 0.5486 1.8065 -3.1451 0.003
C -0.9224 1.9670 -2.7536 0.009
C 1.4594 2.6100 -2.2203 -0.006
C 0.7826 -0.6841 -2.4232 -0.095
N -0.2026 -0.5549 -1.3764 0.219
C -1.5047 -0.9052 -1.7625 0.035
C -1.8771 -1.4411 -2.9983 0.066
C -3.2007 -1.7588 -3.2756 -0.020
C -4.2074 -1.5512 -2.3413 0.040
C -3.8757 -1.0089 -1.1052 -0.021
C -2.5597 -0.7190 -0.8765 -0.014
F -2.2325 -0.1544 0.3608 -0.009
H 1.9170 -4.3139 -0.1683 0.000
H 2.4470 -2.6159 -0.2132 0.003
H 3.0739 -3.7686 -1.3857 0.000
H 0.1545 -2.8949 -1.1897 0.008
H 1.5246 -4.7539 -3.1783 0.000
H -0.1136 -4.1193 -3.3644 -0.001
H 0.2835 -5.1728 -2.0029 0.000
H 2.7937 -3.0471 -3.7932 0.000
H 3.3671 -1.1517 -5.2683 0.000
H 2.2502 1.0217 -4.9392 0.000
H 0.6508 2.2331 -4.1454 0.000
H -1.0842 1.8088 -1.6841 0.004
H -1.5710 1.2767 -3.2976 0.001
H -1.2433 2.9841 -2.9914 0.000
H 1.5081 2.1481 -1.2321 0.007
H 1.0904 3.6313 -2.1197 -0.001
H 2.4791 2.6484 -2.6102 0.000
H -1.1072 -1.5991 -3.7438 0.005
H -3.4479 -2.1738 -4.2447 0.000
H -5.2353 -1.7995 -2.5661 0.003
H -4.6145 -0.8110 -0.3387 -0.001
C 1.4621 4.9319 0.7337 0.000
C -0.0229 4.5619 0.6506 0.034
Sb -0.3610 2.5665 1.3365 0.004
C 0.3780 2.8636 3.3245 0.014
C 0.0308 4.1932 3.9879 0.008
C -2.4747 2.6884 1.7276 0.006
C -3.0575 4.0962 1.8812 0.004
H 1.6315 5.9533 0.3856 0.001
H 2.0856 4.2749 0.1303 0.000
H 1.8337 4.8733 1.7586 0.000
H -0.4075 4.6441 -0.3677 -0.001
H -0.6274 5.2069 1.2892 0.000
H 1.4598 2.7252 3.2716 0.001
H -0.0146 2.0255 3.9007 -0.003
H 0.4124 5.0548 3.4389 0.000
H 0.4651 4.2286 4.9896 0.001
H -1.0450 4.3201 4.1029 -0.001
H -2.6349 2.0817 2.6218 -0.001
H -2.9668 2.1755 0.9010 -0.001
H -2.5687 4.6723 2.6647 0.000
H -4.1204 4.0474 2.1304 0.000
H -2.9684 4.6658 0.9542 0.000
C -1.2992 -4.2747 0.5492 0.024
As -0.6314 -2.6943 1.4518 0.129
C 0.6135 -3.4961 2.7124 0.016
C -2.1294 -2.4070 2.6559 0.007
H -1.8400 -4.8735 1.2802 0.002
H -0.4671 -4.8503 0.1459 0.000
H -1.9636 -3.9945 -0.2675 0.000
H 0.3423 -4.5436 2.8374 0.003
H 0.5289 -2.9816 3.6692 -0.002
H 1.6375 -3.4251 2.3545 -0.001
H -2.2491 -3.2896 3.2837 0.003
H -3.0387 -2.2480 2.0772 -0.001
H -1.9283 -1.5354 3.2745 0.000


Record 3
50
Properties=species:S:1:pos:R:3:mulliken_spin:R:1 method="wB97M-V/def2-TZVPD" homo_ev="-7.54 / -7.00" multiplicity=2 homo_lumo_gap_ev="8.0 / 7.4"
V -1.2977 -0.9762 -1.9526 0.998
O -0.2864 0.6170 -0.9275 0.001
C -0.8593 1.0081 0.3602 -0.001
C -2.1554 0.1787 0.5548 0.003
O -2.7195 0.2016 1.6257 0.004
O -2.5603 -0.4980 -0.4839 0.001
C -1.1858 2.4901 0.2652 0.000
C -0.1583 3.4208 0.4022 0.000
C -0.4060 4.7717 0.2136 0.000
C -1.6858 5.2034 -0.1043 0.000
C -2.7141 4.2821 -0.2362 0.000
C -2.4657 2.9293 -0.0566 0.001
C 0.1421 0.6898 1.4581 -0.002
C -0.1506 1.0651 2.7692 0.000
C 0.7355 0.7760 3.7915 0.000
C 1.9246 0.1078 3.5194 0.000
C 2.2202 -0.2608 2.2191 0.001
C 1.3327 0.0324 1.1887 0.004
H -0.0999 1.4211 -1.4275 0.002
H 0.8357 3.0866 0.6757 0.000
H 0.3973 5.4879 0.3252 0.000
H -1.8837 6.2578 -0.2460 0.000
H -3.7140 4.6149 -0.4801 0.000
H -3.2764 2.2194 -0.1623 0.000
H -1.0805 1.5730 2.9824 0.000
H 0.4972 1.0711 4.8048 0.000
H 2.6169 -0.1163 4.3207 0.000
H 3.1450 -0.7779 1.9957 0.000
H 1.5789 -0.2511 0.1755 -0.002
F -0.4023 -1.1680 -3.9838 -0.001
B -1.8098 -1.0521 -4.2950 0.004
F -2.1181 -1.1146 -5.5893 0.000
F -2.1773 0.1567 -3.6144 -0.002
F -2.4064 -2.0772 -3.4653 0.002
N -1.9861 -3.0623 0.6058 -0.002
C -0.6792 -3.0291 0.2867 -0.003
N -0.2073 -2.3677 -0.7448 0.020
C 1.1806 -2.5436 -0.8470 -0.010
C 1.9968 -1.9827 -1.8243 -0.008
C 3.3577 -2.2264 -1.7691 0.002
C 3.9110 -3.0192 -0.7624 0.000
C 3.1039 -3.5899 0.2063 -0.001
C 1.7398 -3.3415 0.1482 0.007
S 0.4935 -3.9008 1.2271 0.000
H -2.5596 -2.3033 0.2439 0.004
H -2.2476 -3.4282 1.5051 0.000
H 1.5792 -1.3750 -2.6162 -0.020
H 4.0004 -1.7951 -2.5249 0.000
H 4.9779 -3.1938 -0.7418 0.000
H 3.5263 -4.2113 0.9843 0.000


Record 4
12
Properties=species:S:1:pos:R:3:lowdin_charge:R:1 method="wB97M-V/def2-TZVPD" homo_ev=-8.34 smiles="CC(Cl)=C=NCBr" homo_lumo_gap_ev=8.1 relative_energy_kj_mol=106.0
C 0.3420 0.1973 0.1842 -0.065
C 0.6588 -1.9833 -1.1533 -0.143
C -1.2807 1.7175 1.4383 -0.441
C 1.0473 -0.6664 -0.6327 -0.657
N -0.3285 0.8405 0.9856 0.031
Cl 2.7628 -0.1325 -0.8921 0.564
Br -1.6214 3.4557 0.1671 0.329
H 1.0944 -2.1948 -2.1623 0.090
H -0.4406 -1.9898 -1.2355 0.090
H 1.0436 -2.7685 -0.5229 0.071
H -2.2251 1.2416 1.4336 0.051
H -1.0527 2.2827 2.3900 0.080


Record 5
8
Properties=species:S:1:pos:R:3:lowdin_charge:R:1 method="wB97M-V/def2-TZVPD" homo_ev=-8.53 homo_lumo_gap_ev=8.5 relative_energy_kj_mol=251.2
C 0.9354 0.8693 0.2467 -0.565
C -1.1070 1.0505 -1.0702 -0.005
N -0.0210 0.8152 -0.5249 -0.159
Br 0.8866 -2.7937 2.1674 0.254
Br 2.2037 -0.4749 0.3651 0.624
H -1.2445 1.3944 -2.0861 0.085
H 0.3131 -1.6476 1.4362 -0.302
H -1.9661 0.7869 -0.5342 0.066


Record 6
51
Properties=species:S:1:pos:R:3:lowdin_charge:R:1 method="wB97M-V/def2-TZVPD" homo_ev=-7.66 homo_lumo_gap_ev=7.5 relative_energy_kj_mol=93.3
O 1.2064 -2.9755 -0.8705 0.088
C 1.0900 -1.9709 -0.1978 -0.408
N 2.1741 -1.5251 0.5274 0.137
C 2.4235 -0.2793 1.1054 -0.246
C 1.8188 0.8860 0.6467 0.052
C 2.0533 2.0919 1.2966 -0.122
C 2.9187 2.1542 2.3845 -0.020
C 3.5659 1.0041 2.8003 -0.071
C 3.3221 -0.2039 2.1718 -0.023
H 3.8207 -1.1017 2.5087 0.116
H 4.2587 1.0433 3.6270 0.108
H 3.0888 3.0957 2.8803 0.116
C 1.3658 3.2982 0.7756 -0.483
O 0.8214 3.3632 -0.2955 0.124
O 1.4096 4.3363 1.6240 0.113
H 0.9366 5.0908 1.2395 0.136
H 1.1649 0.8804 -0.2115 0.133
H 2.9541 -2.1723 0.5148 0.158
C -0.1848 -1.2259 -0.0288 -0.159
C -1.0491 -1.0208 -1.0508 0.007
C -0.8417 -1.4367 -2.3996 -0.066
C -1.7440 -1.1813 -3.3672 -0.032
C -1.6504 -1.5641 -4.7588 -0.223
C -2.6413 -1.1303 -5.6466 -0.042
C -2.5965 -1.4664 -6.9847 -0.088
C -1.5610 -2.2486 -7.4702 -0.093
C -0.5735 -2.6914 -6.6038 -0.085
C -0.6144 -2.3560 -5.2655 -0.028
H 0.1580 -2.7174 -4.6048 0.107
H 0.2336 -3.3050 -6.9777 0.102
H -1.5245 -2.5138 -8.5166 0.099
H -3.3710 -1.1197 -7.6537 0.101
H -3.4513 -0.5193 -5.2737 0.109
H -2.6368 -0.6280 -3.1002 0.114
H 0.0625 -1.9833 -2.6161 0.094
H -1.9533 -0.4677 -0.8427 0.110
N -0.4270 -0.7816 1.2793 0.131
C -1.3122 0.1750 1.6961 -0.416
O -2.1040 0.7368 0.9693 0.090
C -1.2386 0.4706 3.1577 -0.129
C -0.0576 0.4117 3.8921 -0.027
C -0.0601 0.7424 5.2356 -0.073
C -1.2354 1.1259 5.8599 -0.081
C -2.4121 1.1972 5.1322 -0.071
C -2.4112 0.8808 3.7871 -0.014
H -3.3145 0.9443 3.1994 0.119
H -3.3284 1.5052 5.6131 0.105
H -1.2312 1.3777 6.9100 0.103
H 0.8625 0.7037 5.7957 0.104
H 0.8777 0.1455 3.4212 0.089
H 0.1530 -1.1982 1.9927 0.138